{
  "formula": "C11H8BrLuNO4",
  "method": "ωB97M-V with the def2-TZVPD basis set",
  "species": ["H", "C", "H", "O", "C", "H", "Br", "C", "C", "N", "C", "C", "O", "O", "H", "H", "C", "C", "C", "C", "Lu", "C", "H", "O", "H", "H"],
  "xyz": [[-4.647332, -1.804472, 0.760747], [1.883157, -0.578141, 1.798633], [3.008469, 2.148590, 0.887177], [2.236892, -0.981467, 2.794819], [0.357562, 1.173739, -2.321971], [-3.435833, -2.170074, -1.462629], [-3.838000, -0.441283, 3.266849], [-1.716609, -0.267711, 1.439227], [2.878889, 1.984079, -0.204045], [-1.099335, -0.505219, 0.228933], [-3.013388, -0.743610, 1.622979], [-1.709868, -1.142068, -0.813064], [2.226551, -2.591525, -1.892316], [-0.027066, 1.577854, -3.307937], [-1.133316, 0.288179, 2.176011], [3.990719, 0.088639, -0.344489], [-2.996456, -1.634587, -0.635819], [3.415603, 0.884327, -0.866392], [0.169190, 2.198301, 0.867459], [1.841322, -1.677293, -1.348835], [1.011149, 0.264451, -0.230396], [-3.644739, -1.432411, 0.584323], [-1.110084, -1.235417, -1.737091], [-0.439823, 2.989128, 1.451645], [2.406069, 2.833702, -0.741034], [3.386278, 0.774290, -1.972787]],
  "forces_ev_per_a": [[0.0, -0.1, -0.2], [1.4, -1.6, 3.9], [0.1, -0.3, -0.6], [-0.8, 1.0, -2.5], [-1.5, 1.6, -4.0], [-0.4, -0.1, 0.1], [-0.1, -0.1, -0.1], [-0.2, -0.9, -1.8], [1.6, -1.0, -1.0], [0.9, 0.9, 0.2], [0.6, 0.5, 0.6], [-0.1, 0.3, 1.3], [-0.9, 2.2, 1.3], [1.0, -1.0, 2.6], [-0.5, -0.3, 0.0], [-0.3, 0.6, -0.1], [0.5, 0.1, -0.3], [0.0, 1.8, 0.8], [-3.7, 4.7, 3.4], [1.4, -3.5, -2.0], [-1.9, -1.0, 0.1], [0.2, -0.1, -0.2], [-0.6, -0.2, 0.4], [3.0, -3.6, -2.8], [0.4, -0.6, 0.1], [-0.1, 0.3, 0.6]],
  "total_charge": 3,
  "homo_energy_ev": -18.788,
  "orbital_gap_ev": 4.9414
}


{
  "formula": "C11H8BrN3SSe4TeV",
  "method": "ωB97M-V with the def2-TZVPD basis set",
  "species": ["H", "Se", "C", "H", "Se", "C", "N", "C", "C", "C", "H", "N", "N", "S", "V", "H", "C", "H", "Se", "C", "C", "H", "Te", "C", "Se", "C", "H", "Br", "C", "H"],
  "xyz": [[-2.537108, -0.201853, -1.377672], [-1.367876, 1.418250, -4.169799], [2.192407, -0.477608, 0.887913], [3.402999, -1.336716, 2.439012], [5.666758, 0.788197, -1.810814], [-3.549911, 0.624921, 0.342838], [2.728919, 1.156554, -1.677095], [3.881338, 1.023169, -1.735772], [-2.168383, 2.088982, 1.649926], [0.403371, -1.699918, 0.124742], [-4.486977, 0.121323, 0.149340], [-1.301806, 1.044052, -0.307942], [1.142350, -0.590171, 0.068978], [0.479203, 2.549619, 0.872084], [0.635538, 1.084453, -1.276280], [2.771732, 0.429573, 0.798387], [0.673743, -2.736969, 1.007108], [-4.202655, 1.647335, 2.123926], [-0.197003, 2.980184, -2.841129], [-2.476120, 0.442369, -0.505181], [-3.380529, 1.472116, 1.437780], [-2.004063, 2.749559, 2.490686], [0.123957, -0.556726, -3.552050], [-1.106632, 1.859554, 0.755918], [-1.432898, -2.438652, -3.056744], [2.542473, -1.461351, 1.798919], [-0.424970, -1.783338, -0.575840], [2.182723, -3.980564, 3.080955], [1.756912, -2.595887, 1.846869], [0.052511, -3.620462, 1.010938]],
  "forces_ev_per_a": [[0.0, 0.0, 0.0], [-0.1, 0.0, 0.0], [-0.1, -0.1, 0.0], [0.0, 0.0, 0.0], [0.1, 0.0, 0.0], [0.0, 0.0, 0.0], [0.1, 0.0, 0.0], [-0.1, 0.0, -0.1], [0.1, 0.0, 0.0], [0.0, 0.0, 0.0], [0.0, 0.0, 0.0], [0.1, 0.0, 0.1], [0.1, -0.1, 0.0], [-0.1, -0.1, 0.0], [0.1, 0.0, 0.4], [0.0, 0.0, 0.0], [-0.1, 0.0, -0.1], [0.0, 0.0, 0.0], [-0.1, 0.2, -0.2], [0.0, 0.1, -0.1], [0.0, 0.0, 0.0], [0.0, 0.0, 0.0], [0.0, -0.1, -0.1], [0.0, -0.1, -0.2], [0.0, 0.1, 0.1], [0.0, 0.1, 0.0], [0.0, 0.0, 0.0], [0.0, 0.0, 0.0], [0.0, 0.0, 0.0], [0.0, 0.0, 0.0]],
  "multiplicity": 4,
  "total_charge": -2,
  "homo_energy_ev": [-0.848, -1.040],
  "orbital_gap_ev": [4.5844, 4.7763],
  "e_above_lowest_kcal_mol": 0.0
}


{
  "formula": "C11H8BrNO2",
  "method": "ωB97M-V with the def2-TZVPD basis set",
  "species": ["H", "Br", "C", "H", "H", "C", "C", "O", "H", "O", "H", "H", "N", "C", "C", "H", "C", "C", "C", "C", "H", "C", "C"],
  "xyz": [[3.220459, 0.293847, 1.898422], [-4.096143, 0.177021, 0.567929], [-1.212591, 2.109632, -0.924261], [3.709319, -0.350384, -0.406458], [-1.294060, 2.461640, 1.124379], [-0.852661, -2.146937, -0.114492], [0.729464, 1.066391, -0.878973], [-2.745741, -1.538277, -1.116740], [-1.498369, -2.827412, -2.134556], [-0.295555, 1.488280, -1.662883], [2.107213, 0.139819, -2.240153], [-1.265730, -0.943126, 1.728322], [-0.780059, 2.067421, 0.355761], [2.497428, 0.510966, 1.128618], [0.440230, 1.432638, 0.442836], [0.093308, -2.609209, 0.073950], [1.896646, 0.411797, -1.219701], [2.778149, 0.146750, -0.186002], [1.322614, 1.156688, 1.471051], [-1.622244, -2.270421, -1.229786], [1.110695, 1.437886, 2.489699], [-1.551801, -1.272307, 0.753056], [-2.690577, -0.942695, 0.079985]],
  "forces_ev_per_a": [[0.1, -0.1, 0.1], [0.1, -0.1, -0.1], [-1.6, 0.8, 0.3], [0.1, -0.1, 0.0], [-0.1, 0.0, -0.1], [-0.2, -0.1, -0.6], [0.7, -0.1, 1.3], [-0.5, 0.2, -0.2], [0.0, -0.1, -0.2], [0.3, -0.2, -0.4], [0.0, -0.1, -0.1], [0.0, 0.1, 0.2], [0.1, 0.0, -0.5], [0.1, -0.1, 0.0], [0.7, -0.4, -0.6], [0.2, -0.2, 0.0], [-0.4, 0.2, -0.1], [0.1, -0.1, 0.1], [-0.2, 0.0, -0.1], [0.9, -0.3, 0.4], [0.0, 0.0, 0.2], [-0.7, 0.3, -0.3], [0.3, 0.2, 0.8]],
  "total_charge": 0,
  "homo_energy_ev": -8.602,
  "orbital_gap_ev": 9.2692,
  "e_above_lowest_kcal_mol": 0.0
}


{
  "formula": "C11H8CaCl3N4O2S2Se",
  "method": "ωB97M-V with the def2-TZVPD basis set",
  "species": ["C", "S", "C", "C", "C", "C", "C", "H", "N", "C", "Ca", "H", "Cl", "C", "H", "N", "Cl", "H", "Cl", "C", "C", "N", "S", "Se", "H", "N", "H", "H", "H", "O", "O", "C"],
  "xyz": [[-0.964972, -0.871759, 3.802908], [-2.045002, -3.775919, -2.763113], [0.647194, 1.022323, 2.715411], [-1.271648, -3.643116, -4.377315], [0.299597, 3.085048, -2.592370], [-1.462183, -1.688962, 1.498435], [-0.796864, -0.741285, 2.430925], [-0.240565, -3.989683, -4.379869], [-1.769596, -2.556218, -0.573609], [0.586635, 3.318164, -1.030315], [-0.467866, 0.595973, -0.484020], [-2.131909, -2.450449, 1.896721], [-1.335891, 2.322000, -2.741823], [-3.251595, 1.228472, 1.191081], [-1.305286, -2.625731, -4.752021], [0.018563, 0.186712, 1.902798], [1.493591, 1.984240, -3.315478], [1.061191, 1.673329, 4.711560], [0.326393, 4.612165, -3.457135], [-1.327746, -2.463932, -1.802842], [-0.292626, -0.003671, 4.647118], [-2.550872, 1.327382, 0.269662], [-0.133012, -1.410592, -2.491305], [-4.309470, 0.984559, 2.669857], [1.254431, 1.773262, 2.222771], [-1.196444, -1.610550, 0.255664], [-1.637962, -1.624318, 4.188665], [-0.423431, -0.076793, 5.718481], [-1.862711, -4.284012, -5.035560], [0.959754, 2.260714, -0.443503], [0.388283, 4.427753, -0.601775], [0.528501, 0.963645, 4.096534]],
  "forces_ev_per_a": [[-0.1, 0.1, 0.0], [-0.1, 0.1, 0.1], [0.1, 0.2, 0.0], [0.0, 0.0, -0.2], [0.1, 0.1, 0.0], [0.2, 0.1, 0.1], [0.0, -0.4, -0.1], [0.0, 0.0, 0.1], [0.2, 0.5, 0.2], [0.1, 0.0, -0.2], [-0.1, -0.7, -0.3], [0.0, 0.0, 0.0], [0.4, 0.3, 0.1], [-0.7, -0.2, 1.0], [0.0, 0.1, 0.0], [-0.4, -0.2, 0.0], [-0.1, 0.0, 0.0], [0.0, 0.0, 0.0], [-0.1, 0.0, -0.2], [0.5, -0.2, -0.1], [0.0, -0.1, -0.1], [0.0, 0.1, -0.2], [-0.5, -0.1, 0.2], [0.5, 0.1, -0.8], [0.0, 0.0, 0.1], [-0.2, -0.3, -0.1], [0.0, 0.0, 0.0], [0.0, 0.0, 0.0], [0.0, 0.0, 0.1], [0.1, 0.2, 0.0], [0.0, 0.3, 0.1], [0.0, 0.0, 0.0]],
  "total_charge": -1,
  "homo_energy_ev": -5.046,
  "orbital_gap_ev": 7.0476
}